The following is a quantum chemistry calculation of C24H37ClHgIN7S2Si as an isolated structure, from the Open Molecules 2025 dataset.

Output
Total charge: -1
Electronic energy, Ha: -3317.2889
<S²>: 0.78
HOMO-LUMO gap (spin up / spin down), eV: 5.31 / 5.98
Maximum force, hartree/bohr: 0.013
2S+1: 2

Element x y z (Å)
Hg: -0.705 -0.517 -0.672
N: -0.678 -0.220 2.500
C: 0.235 0.287 3.528
C: 0.717 1.677 3.179
N: 1.431 1.662 1.902
H: -1.466 0.400 2.337
H: -1.036 -1.126 2.765
H: 1.098 -0.384 3.571
H: -0.204 0.319 4.535
H: 1.396 2.007 3.970
H: -0.144 2.363 3.176
H: 1.724 2.601 1.661
H: 0.752 1.429 1.174
C: -4.354 -0.940 1.102
C: -4.059 0.492 0.725
C: -5.065 1.448 0.690
C: -4.697 2.747 0.312
C: -3.399 3.043 -0.021
C: -2.399 2.013 0.009
N: -2.791 0.769 0.423
N: -1.124 2.134 -0.347
Si: -0.340 3.367 -1.190
C: -0.100 4.952 -0.194
C: 1.372 2.760 -1.667
C: -1.202 3.874 -2.781
H: -4.952 -0.999 2.014
H: -3.417 -1.478 1.246
H: -4.913 -1.439 0.305
H: -6.088 1.196 0.939
H: -5.450 3.529 0.280
H: -3.112 4.049 -0.313
H: 0.389 4.741 0.765
H: -1.057 5.439 0.023
H: 0.526 5.666 -0.744
H: 2.115 2.928 -0.877
H: 1.732 3.273 -2.568
H: 1.341 1.686 -1.883
H: -2.180 4.333 -2.592
H: -1.366 2.988 -3.408
H: -0.594 4.587 -3.349
I: 6.563 1.500 -0.967
C: 4.707 0.607 -0.915
C: 3.902 0.433 0.184
N: 2.802 -0.193 -0.261
N: 2.824 -0.431 -1.579
C: 3.988 0.051 -1.990
H: 4.012 0.730 1.214
H: 1.979 -0.425 0.280
H: 4.265 0.000 -3.033
S: -0.417 -0.073 -4.576
C: 0.263 -1.548 -4.316
N: 1.197 -1.851 -3.415
C: 1.802 -3.169 -3.474
C: 0.744 -4.078 -4.085
S: -0.157 -2.998 -5.240
H: 1.535 -1.146 -2.763
H: 2.085 -3.495 -2.473
H: 2.702 -3.153 -4.098
H: 0.053 -4.446 -3.328
H: 1.180 -4.917 -4.623
Cl: 2.680 -3.526 0.273
C: 1.487 -3.505 1.548
C: 1.935 -3.611 2.852
C: 1.030 -3.633 3.906
C: -0.335 -3.564 3.624
C: -0.772 -3.455 2.321
C: 0.117 -3.407 1.217
C: -0.387 -3.264 -0.098
H: 2.999 -3.681 3.037
H: 1.383 -3.713 4.927
H: -1.057 -3.586 4.433
H: -1.835 -3.391 2.108
H: -1.456 -3.341 -0.250
H: 0.244 -3.373 -0.966

***

The following is a quantum chemistry calculation of C24H37ClN2O2Tl as an isolated structure in a non-equilibrium geometry, from the Open Molecules 2025 dataset.

Output
Total charge: -1
Electronic energy, Ha: -1829.2105
HOMO-LUMO gap (spin up / spin down), eV: 3.64 / 3.75
Maximum force, hartree/bohr: 0.085

Element x y z (Å)
Tl: -0.443 0.102 0.075
Cl: -2.898 0.174 0.257
N: -0.359 -1.042 -1.878
N: 0.003 0.818 2.167
C: -0.465 -0.317 -2.974
C: -0.021 2.121 2.351
C: -0.823 -2.425 -2.074
C: -1.656 -2.243 -3.296
C: -1.607 -2.948 -0.881
C: 0.411 -3.264 -2.312
H: -2.433 -2.274 -0.653
H: -0.994 -3.045 0.020
H: -1.985 -3.938 -1.128
H: 0.968 -2.852 -3.159
H: 0.130 -4.296 -2.510
H: 1.070 -3.264 -1.443
C: -0.304 0.067 3.395
C: -0.975 1.137 4.187
C: 1.015 -0.382 3.968
C: -1.193 -1.139 3.128
H: -2.095 -0.835 2.595
H: -1.458 -1.587 4.084
H: -0.689 -1.906 2.532
H: 1.654 0.491 4.117
H: 1.514 -1.069 3.280
H: 0.859 -0.894 4.912
O: -0.515 2.423 3.530
H: -0.732 1.204 5.245
H: -2.060 1.113 4.087
O: -1.153 -0.948 -3.894
H: -2.708 -2.084 -3.067
H: -1.592 -3.005 -4.066
C: 0.136 1.049 -3.203
C: 0.476 3.163 1.378
C: 0.010 3.162 -0.062
H: 1.568 3.013 1.332
H: 0.306 4.100 1.896
C: 0.430 2.144 -0.945
C: -0.149 2.169 -2.229
H: 1.128 1.250 -0.601
C: -0.776 3.341 -2.722
C: -1.005 4.436 -1.893
C: -1.079 3.529 -4.202
C: -0.618 4.334 -0.559
H: -1.370 5.408 -2.314
C: -0.752 5.593 0.285
H: -1.210 6.433 -0.280
H: 0.239 5.962 0.611
H: -1.352 5.458 1.201
H: -0.155 3.474 -4.809
H: -1.516 4.528 -4.416
H: -1.772 2.778 -4.618
H: -0.114 1.275 -4.233
H: 1.227 0.890 -3.164
C: 1.159 -4.238 1.349
C: 2.057 -3.047 1.425
C: 3.390 -3.245 0.670
C: 1.656 -1.752 0.756
H: 0.869 -4.519 0.344
H: 0.240 -4.151 1.905
H: 1.646 -5.117 1.748
H: 2.256 -2.819 2.485
H: 3.174 -3.399 -0.412
H: 3.991 -2.307 0.728
H: 4.002 -4.100 1.039
H: 1.939 -0.857 1.201
H: 1.500 -1.828 -0.287

***

The following is a quantum chemistry calculation of C24H37ClNO4S3SiTc as an isolated structure, from the Open Molecules 2025 dataset.

Output
Total charge: +1
Electronic energy, Ha: -3317.3035
<S²>: 0.76
HOMO-LUMO gap (spin up / spin down), eV: 6.93 / 6.88
Maximum force, hartree/bohr: 0.010
2S+1: 2
Relative energy (zero: lowest compared OMol25 entry of this formula, charge and spin), kcal per mole: 19.33

Element x y z (Å)
Tc: 0.186 0.519 0.583
C: 0.756 -2.754 1.196
C: -0.253 -2.129 2.111
C: -0.962 -2.968 3.006
C: -1.789 -2.435 3.942
C: -1.868 -1.030 4.071
C: -2.627 -0.401 5.087
C: -2.593 0.958 5.214
C: -1.802 1.734 4.343
C: -1.086 1.160 3.320
S: -0.081 2.104 2.227
C: -1.139 -0.250 3.159
N: -0.411 -0.814 2.120
H: 0.617 -3.833 1.154
H: 1.752 -2.553 1.595
H: 0.727 -2.342 0.193
H: -0.824 -4.037 2.926
H: -2.354 -3.068 4.614
H: -3.200 -1.014 5.770
H: -3.156 1.445 5.997
H: -1.747 2.807 4.478
Cl: 3.473 2.207 3.486
C: 4.162 1.038 2.341
C: 3.169 0.819 1.226
O: 3.495 1.500 0.156
O: 2.194 0.091 1.373
H: 4.329 0.104 2.870
H: 5.089 1.450 1.957
O: -1.211 1.482 -0.732
S: -2.565 2.193 -0.855
C: -3.810 0.899 -0.790
C: -3.807 0.457 0.667
C: -3.978 1.764 1.440
C: -3.059 2.805 0.774
H: -3.572 0.143 -1.533
H: -4.750 1.389 -1.060
H: -2.842 -0.001 0.905
H: -4.590 -0.268 0.886
H: -3.740 1.652 2.496
H: -5.015 2.096 1.361
H: -2.118 2.962 1.305
H: -3.537 3.770 0.613
O: 0.277 -0.864 -1.237
S: -1.054 -1.196 -1.913
C: -1.304 -2.977 -1.794
C: -1.947 -3.336 -3.126
C: -1.054 -2.684 -4.188
C: -0.731 -1.266 -3.700
H: -1.916 -3.183 -0.919
H: -0.319 -3.433 -1.676
H: -2.961 -2.932 -3.176
H: -2.022 -4.414 -3.256
H: -1.530 -2.666 -5.167
H: -0.131 -3.256 -4.283
H: -1.354 -0.503 -4.163
H: 0.313 -0.979 -3.820
C: 3.784 -0.180 -3.377
Si: 3.792 1.523 -2.617
C: 2.988 2.758 -3.753
C: 5.504 2.026 -2.105
C: 2.688 1.412 -1.052
H: 4.517 -0.264 -4.180
H: 2.804 -0.417 -3.794
H: 4.022 -0.942 -2.631
H: 3.576 2.902 -4.660
H: 2.882 3.730 -3.268
H: 1.993 2.423 -4.054
H: 6.133 2.176 -2.984
H: 5.970 1.257 -1.488
H: 5.496 2.956 -1.535
H: 1.953 2.223 -1.014
H: 2.166 0.456 -1.065

***

The following is a quantum chemistry calculation of a 6-piece molecular cluster, C24H37F12NO11 overall in a non-equilibrium geometry, from the Open Molecules 2025 dataset.

Output
Total charge: 0
Electronic energy, Ha: -3017.3277
HOMO-LUMO gap, eV: 9.69
Maximum force, hartree/bohr: 0.130
Relative energy (zero: lowest compared OMol25 entry of this formula, charge and spin), kcal per mole: 101.92

Element x y z (Å)
C: 6.572 -4.451 -2.065
C: 6.204 -5.308 -3.240
N: 5.873 -5.927 -4.155
H: 7.354 -3.778 -2.416
H: 7.044 -5.120 -1.345
H: 5.758 -3.829 -1.692
C: 1.728 2.213 2.898
O: 1.180 2.180 1.582
C: 0.189 1.253 1.242
C: 0.420 0.988 -0.276
O: 1.679 0.289 -0.511
C: 1.537 -0.770 -1.482
C: 2.739 -1.658 -1.788
O: 3.347 -2.151 -0.516
C: 4.341 -1.281 -0.002
H: 2.400 3.044 3.111
H: 2.323 1.397 3.309
H: 0.934 2.288 3.641
H: -0.821 1.412 1.618
H: 0.456 0.315 1.728
H: 0.420 1.929 -0.828
H: -0.447 0.447 -0.656
H: 0.886 -0.503 -2.314
H: 0.868 -1.450 -0.954
H: 3.562 -1.134 -2.274
H: 2.357 -2.481 -2.391
H: 3.930 -0.271 -0.007
H: 5.281 -1.418 -0.536
H: 4.431 -1.565 1.046
C: -3.761 -0.335 -6.163
C: -2.987 -0.704 -4.919
O: -2.562 -2.050 -4.840
C: -1.849 -2.430 -3.701
O: -1.613 -1.741 -2.710
C: -1.231 -3.886 -3.886
F: -1.355 -4.338 -5.177
F: 0.033 -3.898 -3.564
F: -1.794 -4.671 -3.005
H: -4.843 -0.336 -6.038
H: -3.523 -0.986 -7.005
H: -3.525 0.686 -6.463
H: -3.395 -0.493 -3.931
H: -2.070 -0.115 -4.944
C: -3.794 1.052 0.156
C: -3.835 -0.398 -0.299
O: -4.790 -1.070 0.347
C: -4.529 -1.555 1.609
O: -3.358 -1.549 2.117
C: -5.733 -2.262 2.254
F: -6.255 -1.463 3.106
F: -6.641 -2.777 1.373
F: -5.227 -3.352 2.932
H: -3.129 1.214 1.004
H: -4.686 1.671 0.252
H: -3.277 1.512 -0.686
H: -2.823 -0.717 -0.051
H: -3.921 -0.380 -1.386
C: -3.829 -1.341 6.141
C: -2.861 -0.258 5.641
O: -3.625 0.839 5.256
C: -3.028 1.783 4.675
O: -1.768 1.777 4.444
C: -3.933 2.942 4.320
F: -4.045 3.657 5.462
F: -3.317 3.665 3.398
F: -5.124 2.532 3.818
H: -3.352 -1.872 6.965
H: -3.869 -2.219 5.496
H: -4.824 -1.099 6.514
H: -2.253 -0.724 4.866
H: -2.176 0.097 6.411
C: 4.506 5.157 0.957
C: 3.692 3.964 0.321
O: 3.880 3.783 -1.120
C: 4.769 2.791 -1.470
O: 5.515 2.125 -0.727
C: 4.732 2.465 -2.992
F: 4.133 3.410 -3.769
F: 5.943 2.357 -3.301
F: 4.144 1.235 -3.209
H: 5.566 5.144 0.706
H: 4.528 5.019 2.038
H: 4.089 6.123 0.673
H: 2.644 4.256 0.394
H: 3.786 3.103 0.983